# 1
The following is a quantum chemistry calculation of a molecular structure, C16H21ClN2O7S2, from OMol25.

Geometry as XYZ:
```
49
Properties=species:S:1:pos:R:3
C -3.11 1.94 3.89
C -1.83 2.71 3.69
O -1.75 3.61 2.91
O -0.77 2.34 4.48
C 0.02 1.33 3.77
C 0.99 2.03 2.85
C 1.94 2.90 3.49
C 2.84 3.65 2.81
C 2.81 3.57 1.39
N 3.58 4.24 0.53
S 3.12 3.78 -0.94
N 1.97 2.72 -0.58
C 1.88 2.69 0.75
C 0.95 1.89 1.49
C 0.01 0.97 0.73
C 0.30 -0.51 1.08
C 0.01 -1.50 -0.07
C -1.46 -1.85 -0.25
S -2.57 -0.59 -0.89
O -3.15 0.20 0.15
O -3.57 -1.29 -1.65
Cl -1.63 0.61 -2.25
H -3.05 0.96 3.43
H -3.92 2.52 3.45
H -3.29 1.86 4.96
H 0.52 0.72 4.52
H -0.69 0.73 3.21
H 1.91 2.95 4.57
H 3.54 4.29 3.32
H 0.25 1.13 -0.31
H -1.01 1.28 0.94
H -0.26 -0.88 1.94
H 1.35 -0.57 1.35
H 0.50 -1.20 -1.00
H 0.50 -2.43 0.23
H -1.51 -2.66 -0.97
H -1.90 -2.23 0.67
C 2.65 -4.04 -5.61
O 1.83 -3.70 -4.50
C 0.55 -3.50 -4.81
O 0.07 -3.57 -5.91
O -0.11 -3.19 -3.69
C -1.51 -2.94 -3.87
H 3.66 -4.18 -5.22
H 2.31 -4.97 -6.07
H 2.66 -3.24 -6.34
H -2.01 -3.82 -4.26
H -1.66 -2.09 -4.53
H -1.91 -2.70 -2.90
```

HOMO-LUMO gap, eV: 8.47
E_HOMO, eV: -8.95
LUMO, eV: -0.48

Atomic partial charges in e from the Mulliken method, atoms 1 to 8: atom 1 (C): -0.983, atom 2 (C): 0.821, atom 3 (O): -0.505, atom 4 (O): -0.412, atom 5 (C): -0.772, atom 6 (C): 0.642, atom 7 (C): -0.942, atom 8 (C): -0.859

=====

# 2
The following is a quantum chemistry calculation of a molecular structure, C16H21FeN3O3, from OMol25.

Geometry as XYZ:
```
44
Properties=species:S:1:pos:R:3
C 0.39 0.10 -2.26
C 0.98 1.30 -1.71
C -0.04 2.14 -1.18
C -1.32 1.49 -1.43
C -1.06 0.25 -2.16
Fe -0.56 -0.10 -0.13
C 1.92 0.44 1.09
C 1.88 -0.76 0.34
C 2.94 -1.45 -0.24
N 0.64 -1.40 -0.04
H 0.11 3.04 -0.61
H 2.03 1.50 -1.67
H -2.28 1.88 -1.11
H -1.82 -0.45 -2.53
H 0.91 -0.70 -2.74
H 2.30 1.41 0.71
H 0.56 -2.41 -0.01
H 1.72 0.39 2.16
H 3.95 -1.22 -0.04
H 2.66 -2.26 -0.92
C -1.22 0.41 5.23
C -2.55 0.09 4.59
C -2.65 -1.03 3.51
C -2.56 -2.47 4.09
C -1.39 -2.86 4.97
C -4.08 -0.92 2.92
O -5.06 -1.18 3.57
N -4.18 -0.48 1.60
C -3.17 -0.38 0.67
O -3.46 -0.12 -0.51
N -1.87 -0.45 1.14
C -1.54 -0.86 2.41
O -0.38 -1.12 2.70
H -0.81 -0.47 5.74
H -1.35 1.23 5.95
H -0.52 0.73 4.45
H -3.29 -0.17 5.36
H -2.96 1.02 4.17
H -3.49 -2.68 4.62
H -2.58 -3.14 3.22
H -1.45 -2.31 5.92
H -1.47 -3.94 5.17
H -0.45 -2.64 4.45
H -5.11 -0.51 1.19
```

Net charge: -1
HOMO-LUMO gap (alpha / beta), eV: 6.04 / 6.58
E_HOMO (alpha / beta), eV: -3.11 / -3.64
LUMO (alpha / beta), eV: 2.93 / 2.93
Spin multiplicity: 6

Atomic partial charges in e from the Mulliken method, atoms 1 to 8: atom 1 (C): -0.359, atom 2 (C): -0.720, atom 3 (C): -0.272, atom 4 (C): -0.872, atom 5 (C): -0.616, atom 6 (Fe): 0.100, atom 7 (C): -0.993, atom 8 (C): 0.891

=====

# 3
The following is a quantum chemistry calculation of a single C16H21N3O2S molecule, from OMol25.

Geometry as XYZ:
```
43
Properties=species:S:1:pos:R:3
C -5.20 0.84 2.21
C -5.03 -0.31 1.23
O -4.42 0.19 0.06
C -4.18 -0.79 -0.92
C -3.33 -0.13 -2.02
C -2.01 0.28 -1.48
N -0.89 0.11 -2.08
N 0.16 0.57 -1.42
C -0.13 1.12 -0.29
N 0.73 1.67 0.61
C 2.12 1.65 0.67
O 2.65 2.26 1.56
C 2.81 0.78 -0.35
C 4.32 1.08 -0.39
C 4.61 2.44 -1.01
C 2.55 -0.66 0.01
C 2.18 -1.58 -0.96
C 1.96 -2.90 -0.63
C 2.11 -3.33 0.68
C 2.50 -2.42 1.65
C 2.72 -1.09 1.32
S -1.87 1.09 0.07
H -4.23 1.27 2.45
H -5.66 0.48 3.13
H -5.82 1.61 1.77
H -4.40 -1.10 1.67
H -6.00 -0.75 0.98
H -3.64 -1.64 -0.49
H -5.12 -1.16 -1.34
H -3.87 0.75 -2.38
H -3.17 -0.82 -2.85
H 0.30 2.18 1.37
H 2.37 0.98 -1.34
H 4.81 0.29 -0.96
H 4.71 1.05 0.63
H 4.16 3.23 -0.42
H 5.69 2.61 -1.05
H 4.22 2.49 -2.03
H 2.04 -1.25 -1.98
H 1.66 -3.60 -1.39
H 1.94 -4.36 0.94
H 2.63 -2.74 2.68
H 3.02 -0.39 2.08
```

Energy above the lowest of the compared OMol25 structures with the same formula, charge and spin, kJ/mol: 153.8
HOMO-LUMO gap, eV: 9.39
E_HOMO, eV: -8.89
SMILES: CCOCCc1nnc(NC(=O)[C@@H](CC)c2ccccc2)s1
LUMO, eV: 0.50

Atomic partial charges in e from the Mulliken method, atoms 1 to 8: atom 1 (C): -1.129, atom 2 (C): -0.294, atom 3 (O): -0.248, atom 4 (C): -0.606, atom 5 (C): -0.303, atom 6 (C): 0.233, atom 7 (N): -1.144, atom 8 (N): 0.358

=====

# 4
The following is a quantum chemistry calculation of a molecular structure, C16H21N3O3ReS, from OMol25.

Geometry as XYZ:
```
45
Properties=species:S:1:pos:R:3
N 0.50 -1.95 -1.45
C 0.27 -2.96 -1.97
C 0.05 -4.23 -2.60
H 0.73 -4.34 -3.45
H -0.99 -4.30 -2.93
H 0.25 -5.00 -1.86
N -2.54 0.12 1.79
C -3.40 0.31 2.54
C -4.46 0.52 3.50
H -5.42 0.19 3.07
H -4.53 1.60 3.72
H -4.25 -0.04 4.43
N 0.94 2.76 0.91
C 1.85 3.11 0.26
C 2.97 3.70 -0.41
H 3.64 4.11 0.35
H 2.66 4.52 -1.07
H 3.49 2.94 -1.00
Re -1.15 0.16 0.18
C 0.14 0.61 1.73
O 0.72 0.55 2.74
C -0.70 -1.74 0.65
O -0.26 -2.73 1.12
C -2.11 -0.46 -1.55
C -0.98 0.11 -2.17
C -0.49 1.31 -1.72
C -1.30 2.12 -0.90
C -2.54 1.65 -0.42
C -3.01 0.38 -0.81
H -2.36 -1.50 -1.73
H -0.47 -0.42 -2.97
H 0.48 1.67 -2.08
H -0.96 3.11 -0.64
H -3.15 2.28 0.24
H -3.99 0.02 -0.51
C 2.83 -2.06 0.07
S 2.19 -0.39 0.09
C 3.35 0.19 1.33
O 2.54 0.31 -1.18
H 2.82 -2.44 1.10
H 3.84 -1.95 -0.35
H 2.18 -2.65 -0.59
H 4.30 -0.07 0.85
H 3.18 1.26 1.39
H 3.14 -0.39 2.25
```

Energy above the lowest of the compared OMol25 structures with the same formula, charge and spin, kJ/mol: 198.6
Net charge: +4
HOMO-LUMO gap (alpha / beta), eV: 9.12 / 6.11
E_HOMO (alpha / beta), eV: -23.60 / -23.53
LUMO (alpha / beta), eV: -14.49 / -17.43
Spin multiplicity: 4

Atomic partial charges in e from the Mulliken method, atoms 1 to 8: atom 1 (N): -0.585, atom 2 (C): 0.648, atom 3 (C): -1.124, atom 4 (H): 0.365, atom 5 (H): 0.383, atom 6 (H): 0.368, atom 7 (N): -0.322, atom 8 (C): 0.495

=====

# 5
The following is a quantum chemistry calculation of a single C16H21N3O3S2 molecule, from OMol25.

Geometry as XYZ:
```
45
Properties=species:S:1:pos:R:3
C 3.58 2.98 3.62
N 3.67 1.93 2.63
S 3.30 2.44 1.07
O 3.77 3.77 0.84
O 3.73 1.39 0.20
C 1.52 2.44 1.15
C 0.82 3.63 1.28
C -0.56 3.58 1.38
C -1.22 2.36 1.35
C -0.51 1.17 1.20
C -1.28 -0.11 1.16
O -2.36 -0.23 1.71
N -0.70 -1.09 0.44
C -1.30 -2.38 0.24
C -1.54 -2.74 -1.25
C -0.33 -2.46 -2.09
C 0.99 -2.50 -1.77
C 1.83 -2.20 -2.86
C 1.13 -1.94 -4.00
S -0.57 -2.06 -3.75
N -2.70 -2.13 -1.88
C -2.79 -0.69 -1.74
C -3.96 -2.76 -1.54
C 0.88 1.22 1.11
H 2.54 3.30 3.68
H 3.89 2.60 4.59
H 4.20 3.85 3.35
H 4.57 1.47 2.62
H 1.37 4.56 1.29
H -1.13 4.50 1.49
H -2.29 2.31 1.44
H 0.14 -0.90 -0.08
H -0.66 -3.15 0.69
H -2.25 -2.38 0.78
H -1.72 -3.82 -1.28
H 1.37 -2.75 -0.79
H 2.90 -2.17 -2.80
H 1.51 -1.69 -4.97
H -3.50 -0.32 -2.49
H -3.14 -0.37 -0.75
H -1.82 -0.23 -1.94
H -3.89 -3.83 -1.71
H -4.73 -2.35 -2.19
H -4.26 -2.59 -0.49
H 1.49 0.34 1.03
```

Energy above the lowest of the compared OMol25 structures with the same formula, charge and spin, kJ/mol: 212.6
HOMO-LUMO gap, eV: 9.00
E_HOMO, eV: -8.62
SMILES: CNS(=O)(=O)c1cccc(C(=O)NC[C@H](c2cccs2)N(C)C)c1
LUMO, eV: 0.38

Atomic partial charges in e from the Mulliken method, atoms 1 to 8: atom 1 (C): -0.794, atom 2 (N): -0.320, atom 3 (S): 1.339, atom 4 (O): -0.677, atom 5 (O): -0.687, atom 6 (C): -0.074, atom 7 (C): -0.224, atom 8 (C): -0.714